# 1
# C3H4N2O

C3H4N2O as an isolated structure (ωB97M-V/def2-TZVPD, the Open Molecules 2025 dataset).

Atoms and positions in Å:
O -0.68 0.05 2.24
C -0.32 0.29 1.03
N -0.59 1.31 0.22
N -0.40 0.76 -1.02
C -0.08 -0.52 -1.05
C 0.08 -0.93 0.30
H -0.72 -1.09 1.40
H -0.58 1.35 -1.82
H 0.12 -1.03 -1.99
H 0.89 -1.58 0.61

Output
Frontier orbital gap ... 9.05 eV
HOMO level ... -8.8 eV

Here are the natural (NBO) charges for atoms 1 to 2, given in e:
1. O -0.70
2. C 0.52

=====

# 2
# C39H50As2BF4N2O8PPt

C39H50As2BF4N2O8PPt as an isolated structure (ωB97M-V/def2-TZVPD, the Open Molecules 2025 dataset).

Atoms and positions in Å:
Pt -0.12 0.54 0.55
C -3.26 -1.08 -0.06
C -4.09 -0.17 0.79
C -5.35 -0.59 1.21
C -6.18 0.23 1.96
C -5.76 1.51 2.30
C -4.51 1.95 1.90
C -3.67 1.11 1.16
P -2.07 1.72 0.56
C -1.82 3.39 1.27
C -1.90 4.50 0.44
C -1.71 5.78 0.94
C -1.43 5.95 2.28
C -1.33 4.85 3.11
C -1.50 3.55 2.63
C -1.31 2.39 3.56
C -2.36 2.02 -1.20
C -3.54 2.54 -1.73
C -3.61 2.81 -3.08
C -2.51 2.57 -3.89
C -1.34 2.04 -3.36
C -1.27 1.74 -2.00
C -0.05 1.06 -1.41
H -3.64 -2.10 -0.02
H -2.22 -1.11 0.27
H -3.28 -0.76 -1.11
H -5.69 -1.58 0.94
H -7.15 -0.12 2.28
H -6.40 2.16 2.88
H -4.18 2.94 2.17
H -2.12 4.38 -0.61
H -1.78 6.64 0.28
H -1.28 6.95 2.69
H -1.09 4.98 4.16
H -1.03 2.72 4.55
H -0.51 1.74 3.19
H -2.20 1.77 3.65
H -4.39 2.73 -1.08
H -4.52 3.21 -3.51
H -2.56 2.79 -4.95
H -0.50 1.83 -4.00
H 0.84 1.65 -1.62
H 0.07 0.11 -1.95
C -0.16 -3.07 -3.04
O 0.79 -2.02 -2.76
C 1.62 -2.29 -1.76
O 1.60 -3.30 -1.11
C 2.52 -1.14 -1.42
C 3.46 -0.67 -2.24
As 4.79 0.75 -1.96
C 3.84 2.18 -2.91
C 4.32 1.36 -0.15
C 3.41 0.89 0.69
As 2.09 -0.48 0.35
C 2.64 -1.89 1.54
C 3.30 1.32 2.14
O 3.90 0.77 3.01
O 2.37 2.26 2.29
C 2.17 2.69 3.65
C 5.18 2.51 0.33
O 5.06 3.08 1.37
O 6.11 2.83 -0.59
C 6.97 3.91 -0.22
C 3.65 -1.39 -3.54
O 3.43 -2.56 -3.72
O 4.09 -0.56 -4.50
C 4.35 -1.17 -5.77
H -0.74 -2.71 -3.89
H -0.79 -3.23 -2.17
H 0.36 -3.99 -3.29
H 3.87 1.97 -3.97
H 4.36 3.11 -2.71
H 2.81 2.25 -2.57
H 3.71 -2.04 1.45
H 2.10 -2.80 1.28
H 2.37 -1.58 2.55
H 3.11 3.01 4.08
H 1.76 1.86 4.24
H 1.46 3.51 3.59
H 7.63 4.06 -1.07
H 7.54 3.65 0.67
H 6.39 4.81 -0.02
H 4.79 -0.39 -6.38
H 3.42 -1.52 -6.21
H 5.03 -2.01 -5.65
C -0.44 -7.05 0.33
C -1.24 -5.75 0.33
C -2.35 -5.83 1.37
C -1.84 -5.50 -1.06
N -0.29 -4.70 0.73
N -0.96 -3.40 0.75
H -1.06 -7.88 0.01
H -0.05 -7.26 1.33
H 0.41 -6.97 -0.36
H -2.97 -6.71 1.20
H -3.00 -4.95 1.33
H -1.93 -5.90 2.37
H -2.60 -6.24 -1.29
H -1.06 -5.56 -1.82
H -2.29 -4.51 -1.10
H 0.40 -4.62 -0.01
H -0.20 -2.72 0.83
H -1.38 -3.33 1.68
F 0.18 -0.18 2.63
B -0.74 -0.92 3.58
F -0.18 -2.17 3.74
F -1.97 -0.97 2.93
F -0.76 -0.18 4.74

Output
Frontier orbital gap ... 7.27 eV
HOMO level ... -7.6 eV

Here are the Löwdin charges for atoms 1 to 2, given in e:
1. Pt 0.74
2. C -0.06

=====

# 3
# C38H38CdN6O5

C38H38CdN6O5 as an isolated structure in a non-equilibrium geometry (ωB97M-V/def2-TZVPD, the Open Molecules 2025 dataset).

Atoms and positions in Å:
Cd -0.07 0.64 -0.67
C -3.11 2.86 5.70
C -2.15 2.57 4.59
C -1.10 3.37 4.29
C -0.18 3.01 3.26
C 1.05 3.65 3.33
N 2.24 3.15 3.03
C 2.57 1.73 2.86
C 2.00 0.86 3.99
C 2.64 -0.52 4.09
N 2.43 -1.25 2.85
C 3.71 -3.08 1.63
C 3.64 -2.38 0.31
C 4.81 -1.92 -0.29
C 4.85 -1.42 -1.58
C 6.13 -0.93 -2.20
C 3.65 -1.40 -2.29
C 2.47 -1.81 -1.70
C 1.23 -1.80 -2.49
N 0.28 -0.99 -2.27
C -0.97 -1.22 -3.01
C -1.89 -2.11 -2.16
C -2.74 -1.33 -1.18
N -1.99 -0.49 -0.25
C -2.87 0.46 0.48
C -1.59 1.09 2.67
C -2.32 1.42 3.78
C -0.50 1.97 2.30
O 0.17 1.90 1.23
C 2.44 -2.29 -0.39
O 1.26 -2.74 0.15
H -2.82 3.75 6.25
H -3.17 2.03 6.41
H -4.12 3.02 5.32
H -0.88 4.25 4.89
H 1.09 4.64 3.77
H 3.03 3.77 3.16
H 3.66 1.67 2.85
H 2.19 1.42 1.88
H 0.93 0.73 3.89
H 2.17 1.38 4.94
H 2.22 -1.04 4.95
H 3.72 -0.44 4.23
H 1.84 -0.43 1.52
H 3.61 -4.16 1.49
H 5.73 -1.99 0.28
H 6.95 -0.97 -1.48
H 6.03 0.10 -2.54
H 6.41 -1.54 -3.06
H 3.64 -1.04 -3.31
H 1.12 -2.55 -3.29
H -0.75 -1.71 -3.96
H -1.43 -0.25 -3.21
H -1.30 -2.86 -1.64
H -2.57 -2.65 -2.83
H -3.38 -2.00 -0.59
H -3.39 -0.64 -1.74
H -3.89 0.06 0.46
H -3.15 0.76 4.04
O -0.88 -2.48 3.53
C 0.38 -2.61 3.73
C 0.90 -3.12 4.90
C 2.25 -3.54 5.00
C 3.14 -3.38 4.00
C 2.78 -2.67 2.76
C 1.33 -2.22 2.61
C 0.69 -1.88 1.20
O 1.07 -0.58 0.89
N -0.73 -2.12 1.18
N -1.66 -1.11 1.02
C -2.23 -0.01 1.83
C -2.94 1.93 0.13
C -3.90 2.61 0.88
C -4.14 3.97 0.76
C -3.39 4.68 -0.18
C -2.45 4.03 -0.94
C -2.18 2.65 -0.82
O -1.26 2.15 -1.62
H -0.94 -2.44 2.21
H 0.19 -3.37 5.68
H 2.56 -4.05 5.90
H 4.13 -3.80 4.06
H 4.72 -2.93 2.03
H -2.97 -0.44 2.50
H -4.49 2.04 1.60
H -4.89 4.45 1.37
H -3.55 5.74 -0.31
H -1.87 4.57 -1.68

Output
Frontier orbital gap ... 6.18 eV
HOMO level ... -6.6 eV

Here are the Löwdin charges for atoms 1 to 2, given in e:
1. Cd 1.46
2. C -0.05

=====

# 4
# C43H64BrGeN3O2PSi3W

C43H64BrGeN3O2PSi3W as an isolated structure in a non-equilibrium geometry (ωB97M-V/def2-TZVPD, the Open Molecules 2025 dataset).

Atoms and positions in Å:
W 1.01 -0.30 -0.07
N 0.23 4.36 2.62
C 0.39 3.11 2.14
O -0.26 2.17 2.56
C 1.44 2.94 1.07
C 1.93 1.50 0.92
H -0.46 4.53 3.32
H 0.77 5.14 2.28
H 2.30 3.57 1.34
H 1.04 3.35 0.14
H 2.08 1.08 1.91
H 2.92 1.56 0.46
C -2.26 -0.37 -4.90
C -1.30 -0.75 -3.82
C -0.65 -1.99 -3.81
C 0.27 -2.32 -2.81
C 0.47 -1.36 -1.80
Br 2.57 -1.81 -4.04
N -0.23 -0.25 -1.77
C -1.09 0.11 -2.74
H -2.01 -0.85 -5.84
H -2.27 0.71 -5.05
H -3.27 -0.67 -4.62
H -0.86 -2.70 -4.59
H 0.69 -3.32 -2.74
H -1.62 1.04 -2.66
C 1.89 0.89 4.29
Si 0.73 -0.53 3.89
C 1.46 -1.84 5.06
C -0.95 -0.15 4.60
C 0.72 -1.33 2.10
Si -0.61 -2.75 2.10
C -2.41 -2.28 2.24
C -0.55 -3.96 3.55
C -0.37 -3.87 0.59
Si 2.31 -2.21 2.23
C 2.64 -4.02 2.49
C 3.93 -1.38 2.66
C 2.43 -1.92 -0.06
C 3.06 -3.09 -0.49
C 4.41 -3.00 -0.83
C 5.08 -1.79 -0.75
C 4.38 -0.66 -0.34
N 3.12 -0.79 0.00
H 1.85 0.95 5.38
H 1.59 1.87 3.92
H 2.93 0.71 4.03
H 1.28 -1.41 6.05
H 2.54 -1.97 5.01
H 0.99 -2.82 5.07
H -0.79 0.43 5.50
H -1.48 -1.06 4.89
H -1.58 0.44 3.93
H -2.94 -3.23 2.15
H -2.63 -1.88 3.23
H -2.84 -1.62 1.50
H -0.95 -3.52 4.46
H 0.40 -4.45 3.78
H -1.25 -4.75 3.25
H 0.11 -3.40 -0.27
H -1.34 -4.24 0.26
H 0.22 -4.75 0.85
H 2.63 -4.19 3.58
H 3.65 -4.24 2.14
H 1.94 -4.71 2.04
H 4.17 -1.58 3.70
H 3.94 -0.31 2.49
H 4.72 -1.84 2.06
H 2.53 -4.03 -0.54
H 4.93 -3.89 -1.17
H 6.12 -1.71 -1.03
H 4.84 0.32 -0.26
C -2.86 1.04 1.96
Ge -1.67 0.83 0.41
C -1.49 2.66 -0.32
C -2.20 3.68 0.32
C -2.23 4.98 -0.19
C -1.55 5.29 -1.35
C -0.81 4.30 -1.99
C -0.77 3.02 -1.46
C -2.91 -0.28 -0.74
C -2.65 -1.63 -0.84
C -3.46 -2.52 -1.56
C -4.56 -2.05 -2.22
C -4.88 -0.67 -2.17
C -6.02 -0.18 -2.87
C -6.35 1.14 -2.83
C -5.55 2.03 -2.08
C -4.45 1.59 -1.40
C -4.07 0.22 -1.42
H -2.51 1.81 2.64
H -3.02 0.12 2.50
H -3.81 1.33 1.51
H -2.76 3.47 1.22
H -2.80 5.74 0.33
H -1.59 6.29 -1.76
H -0.26 4.54 -2.89
H -0.14 2.28 -1.94
H -1.77 -2.04 -0.36
H -3.21 -3.58 -1.59
H -5.20 -2.72 -2.79
H -6.63 -0.88 -3.42
H -7.21 1.51 -3.36
H -5.82 3.08 -2.04
H -3.87 2.29 -0.83
C 4.31 1.33 -3.14
P 2.64 1.82 -2.71
C 1.70 1.86 -4.23
C 2.80 3.51 -2.14
O 2.01 0.92 -1.67
H 4.65 1.94 -3.99
H 4.33 0.28 -3.43
H 4.98 1.51 -2.31
H 2.17 2.53 -4.95
H 0.68 2.22 -4.04
H 1.65 0.86 -4.65
H 3.28 4.12 -2.90
H 3.41 3.54 -1.23
H 1.82 3.94 -1.92

Output
Frontier orbital gap (spin up / spin down) ... 5.83 / 4.19 eV
HOMO level (spin up / spin down) ... -12.2 / -12.2 eV
<S²> ... 0.763
Net charge ... +2
Multiplicity ... 2

Here are the Löwdin charges for atoms 1 to 2, given in e:
1. W 1.61
2. N 0.21